Here is a molecular structure, C3H5NO2 from OMol25. Energies are from the ωB97M-V functional and the def2-TZVPD basis.

The calculation puts the strongest force on any atom at 0.35 eV Å⁻¹. The orbital gap comes out at 0.330 Ha. As for the total energy: -322.38504 Eh. The energy relative to the best compared isomer or geometry (same formula, charge and spin) is 497.0 kJ/mol. The HOMO energy is -8.44 eV.

```
11
C3H5NO2 the ωB97M-V functional and the def2-TZVPD basis
O 0.643 1.599 -0.959
C 0.203 0.667 -0.025
C -1.120 -0.104 -0.259
N -0.334 -1.375 -0.088
C 0.770 -0.640 0.159
O 1.825 -0.790 0.873
H 0.746 2.440 -0.503
H 1.315 0.374 1.068
H -1.899 -0.004 0.503
H -1.537 -0.012 -1.265
H -0.612 -2.156 0.496
```

Here is a molecular structure, C3H5NO2 at a distorted geometry from OMol25. Energies are from the ωB97M-V functional and the def2-TZVPD basis.

The calculation puts the strongest force on any atom at 1.68 eV Å⁻¹. The orbital gap (alpha / beta) comes out at 0.288 / 0.245 Ha. As for the total energy: -322.30416 Eh. The energy relative to the best compared isomer or geometry (same formula, charge and spin) is 709.3 kJ/mol. The HOMO energy (alpha / beta) is -7.57 / -6.96 eV.

```
11
C3H5NO2 the ωB97M-V functional and the def2-TZVPD basis
O -2.324 -0.691 -0.045
N -1.103 -0.804 0.666
C -0.159 -0.196 -0.014
C 1.295 -0.222 0.456
O 1.591 1.019 -0.257
C 0.307 1.293 -0.454
H -2.935 -1.182 0.519
H 1.930 -1.017 0.074
H 1.438 -0.090 1.531
H 0.133 2.082 -1.194
H -0.174 -0.192 -1.283
```

Here is a single C3H5NO2 molecule from OMol25. Energies are from the ωB97M-V functional and the def2-TZVPD basis.

The calculation puts the strongest force on any atom at 0.52 eV Å⁻¹. The orbital gap comes out at 0.319 Ha. As for the total energy: -322.42803 Eh. The energy relative to the best compared isomer or geometry (same formula, charge and spin) is 384.1 kJ/mol. The HOMO energy is -8.61 eV.

```
11
C3H5NO2 the ωB97M-V functional and the def2-TZVPD basis
N -0.997 -0.205 0.339
C -0.967 1.111 0.053
O -0.001 1.641 -0.516
C 1.039 -0.142 -0.699
C 0.406 -0.747 0.471
O 0.868 -0.900 1.620
H -1.661 -0.524 1.034
H -1.842 1.708 0.330
H 2.118 0.008 -0.698
H 0.540 -0.242 -1.656
H 0.497 -1.707 -0.279
```

Here is a single C3H5NO2 molecule from OMol25. Energies are from the ωB97M-V functional and the def2-TZVPD basis.

The calculation puts the strongest force on any atom at 0.43 eV Å⁻¹. The orbital gap comes out at 0.378 Ha. As for the total energy: -322.45742 Eh. The energy relative to the best compared isomer or geometry (same formula, charge and spin) is 307.0 kJ/mol. The HOMO energy is -9.42 eV. As for the SMILES: C=CONC=O.

```
11
C3H5NO2 the ωB97M-V functional and the def2-TZVPD basis
C 1.771 -0.771 -0.436
C 0.532 -0.594 -0.855
O -0.527 -0.953 -0.034
N -1.384 0.133 0.069
C -1.027 1.109 0.971
O 0.050 1.214 1.490
H 1.943 -1.128 0.572
H 2.613 -0.520 -1.067
H 0.232 -0.169 -1.807
H -2.349 -0.158 0.005
H -1.854 1.836 1.091
```

Here is a single C3H5NO2 molecule from OMol25. Energies are from the ωB97M-V functional and the def2-TZVPD basis.

The calculation puts the strongest force on any atom at 0.54 eV Å⁻¹. The orbital gap comes out at 0.403 Ha. As for the total energy: -322.56291 Eh. The energy relative to the best compared isomer or geometry (same formula, charge and spin) is 30.0 kJ/mol. The HOMO energy is -10.24 eV. As for the SMILES: CC(=O)NC=O.

```
11
C3H5NO2 the ωB97M-V functional and the def2-TZVPD basis
C 1.476 -0.846 0.301
C 0.029 -0.542 0.009
O -0.723 -1.383 -0.440
N -0.424 0.758 0.198
C -1.699 1.039 -0.339
O -1.927 1.983 -1.046
H 2.058 -0.668 -0.611
H 1.531 -1.912 0.526
H 1.909 -0.263 1.117
H 0.223 1.528 0.312
H -2.453 0.305 -0.028
```

Here is 2 unconnected molecules or ions with the total composition C3H5NO2 at a distorted geometry from OMol25. Energies are from the ωB97M-V functional and the def2-TZVPD basis.

The calculation puts the strongest force on any atom at 1.45 eV Å⁻¹. The orbital gap comes out at 0.410 Ha. As for the total energy: -322.49679 Eh. The energy relative to the best compared isomer or geometry (same formula, charge and spin) is 203.6 kJ/mol. The HOMO energy is -10.33 eV.

```
11
C3H5NO2 the ωB97M-V functional and the def2-TZVPD basis
C -1.032 -0.903 0.241
C -0.653 1.953 -0.448
O -0.525 2.695 0.400
N 1.644 0.413 -0.834
C 1.394 -0.346 0.144
O 0.355 -1.178 0.418
H -1.350 -0.759 -0.799
H -1.371 -0.043 0.835
H -1.513 -1.791 0.649
H 0.910 0.407 -1.539
H 2.142 -0.447 0.932
```